The following is a quantum chemistry calculation of the molecule C18H19NO4S at a distorted geometry, from the OMol25 dataset.

Structure (XYZ):
```
43
Properties=species:S:1:pos:R:3:forces:R:3
C -2.957417 -0.592644 0.401418 0.69 -1.23 1.19
C -2.519654 -1.046893 -1.026834 2.59 -2.89 2.49
H -2.872859 -2.134281 -1.207478 1.20 1.42 0.40
H -2.905615 -0.542761 -1.823787 -0.75 1.96 -1.88
O -0.875046 -0.894898 -1.245790 -5.38 -2.52 2.24
C -0.119585 -1.817524 -0.472518 -7.59 -0.73 -0.18
C -0.451292 -2.988127 0.394140 -5.89 3.78 -5.01
C 0.602634 -3.668061 0.665169 0.19 -5.73 4.70
C 1.935427 -3.322115 0.576876 -1.24 2.70 -0.85
C 2.184048 -2.082941 -0.065199 1.30 -3.01 -0.97
C 1.068482 -1.555962 -0.796533 11.48 3.91 0.09
C 1.555430 -0.273688 -1.597772 0.83 2.75 4.09
H 2.737741 0.207231 -1.345585 -3.28 -2.61 -1.30
H 1.158864 -0.308557 -2.560306 0.36 -0.09 -2.02
O 0.817080 0.984346 -1.143325 0.37 -0.86 4.22
C 0.782196 1.243082 0.354289 2.13 1.40 -2.51
O 1.623825 0.923814 1.157926 -0.91 -1.00 -1.30
C -0.165496 2.352416 0.666747 -2.73 -4.40 -12.78
C -0.212145 2.968737 1.715452 3.64 0.96 12.58
C -1.130766 3.817555 2.279025 0.11 2.86 -1.62
C -1.899236 4.262446 1.205716 -3.67 1.64 6.38
N -2.131815 3.599326 0.127772 -1.08 1.55 -2.99
C -1.262473 2.779330 -0.342782 2.37 -1.07 3.67
S -1.423742 2.134525 -1.830020 -0.59 -1.27 -5.01
C -2.728369 3.175576 -2.774097 0.31 4.13 12.75
H -3.664478 3.036824 -1.881528 2.20 0.37 -3.02
H -2.428120 4.362791 -2.314179 -0.93 -3.35 -2.56
H -3.062530 2.872687 -3.638029 -0.99 -1.35 -4.87
H -2.731092 4.960050 1.604314 1.13 -0.48 -1.48
H -1.071162 4.360273 3.271480 0.02 -1.02 -1.50
H 0.575448 2.520424 2.422601 -0.86 0.91 -0.59
H 3.295419 -1.790535 -0.254466 -2.41 -0.09 0.46
C 2.835232 -4.106404 1.330269 5.65 0.79 -0.26
O 2.696301 -5.093262 1.977265 -2.07 -1.73 0.84
C 4.367188 -3.606550 1.358094 -5.03 5.36 -6.91
H 4.768403 -4.340928 1.795478 3.76 -5.11 3.60
H 4.760621 -3.535464 0.142949 -0.90 0.27 3.75
H 4.191723 -2.668327 1.910331 1.30 -0.09 -0.39
H 0.269533 -4.587974 1.333941 1.53 1.35 -1.60
H -1.577901 -3.441310 0.302258 3.02 1.35 0.88
H -2.705906 0.506880 0.562318 -0.80 -1.42 -0.14
H -4.077410 -0.924186 0.622346 2.28 1.14 -0.67
H -2.327401 -1.210315 1.223182 -1.35 1.44 -1.95
```
Positions in Å, forces in eV/Å.

Largest force on an atom ... 13.8 eV/Å
HOMO level ... -8.30 eV
Spin multiplicity ... 1
Total charge ... 0
Electronic energy ... -39477.84304 eV
LUMO energy ... 0.0605 eV


The following is a quantum chemistry calculation of C18H20AlB2Br10O16 as an isolated structure at a distorted geometry, from the OMol25 dataset.

Structure (XYZ):
```
67
Properties=species:S:1:pos:R:3:forces:R:3
Al 7.385181 26.219501 -25.868907 -0.65 -0.50 -0.45
O 4.649566 26.077972 -26.384200 4.33 3.75 -0.85
C 3.722260 25.480734 -26.066578 -3.01 -1.50 0.77
O 3.771965 24.238647 -25.748886 -0.03 -2.64 0.52
B 2.420411 23.710664 -25.686418 -0.09 -0.68 0.99
O 1.554657 24.868978 -25.720617 -1.51 -3.26 0.58
C 2.246112 25.912776 -25.957655 3.15 -3.46 0.07
O 1.859029 26.966528 -26.053775 -2.28 7.31 -0.84
O 2.271270 22.835453 -24.470764 -0.39 -1.51 -1.68
C 2.120922 21.528070 -24.827645 1.00 6.65 -2.44
O 2.011176 20.624148 -24.178031 -0.56 -5.33 3.32
C 2.139543 21.483467 -26.485084 -0.67 1.29 -2.01
O 2.179433 22.800609 -26.852168 0.07 -3.26 0.97
O 2.024407 20.489532 -27.178430 0.48 2.58 1.55
O 5.863342 24.196678 -27.954140 -1.25 7.62 -1.71
C 6.052610 23.108897 -27.723022 2.71 -4.73 2.04
O 5.443329 22.078776 -28.158574 -1.73 -2.43 -0.75
B 5.906546 20.908730 -27.411919 0.17 -0.19 -0.41
O 7.079272 21.362575 -26.668927 -0.85 -4.69 0.02
C 7.177495 22.602956 -26.784095 -5.41 -1.61 -3.90
O 7.905079 23.259054 -26.247429 6.52 6.68 4.67
O 4.835836 20.425237 -26.493643 0.44 0.26 -0.50
C 4.427131 19.216770 -26.824340 7.75 6.38 -3.26
O 3.607836 18.652021 -26.381315 -8.72 -6.55 4.24
C 5.412269 18.705725 -27.995518 2.86 -1.04 -1.77
O 6.204506 19.776076 -28.314264 -1.85 -1.87 0.87
O 5.492814 17.562420 -28.361562 -0.59 2.63 0.68
Br 2.956634 21.822191 -30.260425 0.28 -0.64 0.13
C 2.137398 23.381273 -29.513211 -0.88 0.29 -0.22
C 1.491926 24.118444 -30.656276 0.24 0.56 0.37
Br 0.935324 25.859900 -29.978629 -0.16 0.14 0.10
H 2.857188 23.963106 -28.955820 0.36 -0.01 -0.17
H 1.368682 23.037679 -28.837617 0.01 -0.01 -0.04
H 0.594896 23.626881 -30.988244 -0.16 -0.17 -0.29
H 2.176297 24.338510 -31.458847 0.08 -0.08 -0.31
Br 2.729691 26.669238 -21.729240 -0.16 0.05 -0.11
C 1.545618 26.433808 -20.185327 0.56 0.53 0.14
C 0.748719 25.176075 -20.328457 0.07 0.40 -0.20
Br -0.417277 25.059594 -18.807032 -0.21 -0.21 0.30
H 0.936234 27.325284 -20.087622 -0.17 0.00 -0.33
H 2.230021 26.452547 -19.347006 -0.02 -0.37 0.19
H 1.387651 24.310095 -20.380617 0.05 -0.31 0.12
H 0.122823 25.231033 -21.206941 -0.14 -0.10 -0.17
Br 4.233210 30.706202 -28.922249 -0.08 0.39 -0.11
C 3.206593 29.086294 -29.050445 -0.47 -0.32 0.50
C 4.047964 28.033750 -29.695982 0.12 -0.35 -0.20
Br 5.623496 27.809299 -28.575537 0.56 -0.17 -0.32
H 2.259000 29.290732 -29.546364 0.22 0.08 -0.38
H 2.949716 28.738696 -28.045059 0.16 0.31 0.05
H 4.421543 28.269759 -30.684195 0.02 0.27 -0.06
H 3.546859 27.073664 -29.749999 -0.09 -0.07 0.20
Br 4.637451 28.968209 -24.161446 0.07 0.01 0.29
C 4.056224 30.776739 -24.607973 -0.49 -0.17 -0.81
C 2.579481 30.742923 -25.042268 0.77 -0.32 0.37
Br 2.289460 32.061261 -26.435795 -0.32 -0.04 0.24
H 4.649281 31.019044 -25.474498 0.26 0.14 -0.14
H 4.300544 31.452041 -23.804884 -0.09 0.02 0.33
H 1.881374 30.955392 -24.244386 -0.03 0.10 0.16
H 2.386185 29.739810 -25.414330 -0.29 0.19 -0.37
Br -0.514894 29.990413 -29.347145 -0.02 0.18 0.16
C -0.515877 28.820603 -27.801305 0.61 -0.19 0.31
C -1.660401 27.879247 -27.904777 -1.06 -0.36 0.32
Br -1.601936 26.599441 -26.429293 0.20 -0.14 -0.17
H -0.555192 29.353029 -26.854341 -0.12 0.49 -0.25
H 0.439848 28.306735 -27.799794 0.04 -0.17 -0.17
H -1.747361 27.347927 -28.843635 0.34 -0.23 -0.04
H -2.617793 28.354017 -27.725114 0.02 0.37 -0.16
```
Positions in Å, forces in eV/Å.

Largest force on an atom ... 11.7 eV/Å
HOMO level ... -11.64 eV
Spin multiplicity ... 1
Total charge ... +1
Electronic energy ... -760119.45349 eV
LUMO energy ... -10.1251 eV


The following is a quantum chemistry calculation of C18H20BCl3N4O3Ti as an isolated structure at a distorted geometry, from the OMol25 dataset.

Structure (XYZ):
```
50
Properties=species:S:1:pos:R:3:forces:R:3
C -1.101637 -4.578167 3.056983 1.48 -0.51 0.94
N -1.535713 -3.128835 3.029936 0.35 -0.97 -1.51
C -2.206211 -2.746826 1.726327 -0.63 1.25 0.02
C -1.332221 -1.510803 1.017744 1.42 2.03 -2.07
C -1.869009 0.058103 1.237069 2.18 -2.29 -0.41
N -3.122724 0.261058 2.058722 4.72 3.43 0.11
C -2.924076 1.110927 3.118627 -0.71 0.10 -1.38
C -1.739835 0.991325 4.252922 -0.27 1.19 -0.14
C -3.987788 2.395131 3.228658 -0.37 -0.55 0.92
C -0.978023 1.235683 0.511319 1.56 -1.92 -0.49
Cl -1.512500 3.044906 0.635791 0.84 -3.21 -0.12
C 0.418655 0.951313 -0.363211 -1.63 -2.32 0.97
C 0.932766 -0.627655 -0.564042 -2.47 1.18 1.35
C 0.031970 -1.849399 0.111246 -0.97 3.84 0.40
B 0.453448 -3.439713 -0.089105 -0.41 -2.17 -0.75
N 1.778231 -4.057933 0.332775 -0.86 -0.02 -1.00
O -0.519020 -4.329892 -0.773619 0.67 1.34 2.76
C 2.290524 -0.835090 -1.458079 2.85 -3.01 0.96
O 3.211299 -1.790123 -1.309635 -5.79 5.70 -1.18
C 2.565151 0.310068 -2.645691 -0.82 2.85 -1.11
N 3.286662 -0.106159 -3.941146 -3.02 -0.01 1.96
C 2.118961 1.731551 -2.452679 0.82 -1.85 0.01
C 2.364734 2.962552 -3.510672 -5.24 -0.05 0.79
Cl 4.112558 3.342176 -4.120999 -0.47 0.09 0.07
C 1.294772 3.870437 -4.051149 2.58 -1.14 0.25
C 1.609779 5.139327 -5.089898 0.15 0.36 1.69
Cl -0.499903 3.618395 -3.572129 3.64 0.22 -0.78
C 1.320830 2.140245 -1.041185 0.94 4.01 1.59
O 1.510325 3.373036 -0.565146 -1.34 -7.45 -2.89
H -1.020761 -5.081483 1.991734 -0.26 1.06 2.05
H -0.014723 -4.601870 3.538819 -2.28 -0.19 -1.02
H -1.781122 -5.246624 3.745168 1.15 1.40 -1.51
H -0.772917 -2.470158 3.302716 -0.92 -1.03 -0.63
H -2.364091 -3.661150 0.988219 0.73 2.02 1.50
H -3.303467 -2.381300 2.015301 2.45 -0.34 -1.03
H -0.831613 0.320958 3.938127 -2.06 1.11 0.56
H -2.257129 0.633557 5.266159 1.07 0.54 -2.36
H -1.319131 2.080214 4.500597 -0.99 -2.32 -0.67
H -3.941418 3.092382 2.264273 0.31 -1.81 2.11
H -3.739240 3.020315 4.212892 -0.59 -1.38 -2.27
H -5.115840 2.025866 3.286269 2.50 0.58 -0.05
H 2.317536 -4.269012 -0.558300 -0.66 0.48 1.45
H 1.659513 -4.991633 0.791944 -0.06 1.05 -0.66
H -0.791433 -5.093035 -0.183423 0.81 1.02 -1.29
H 3.023345 -1.116746 -4.138793 0.77 1.43 0.61
H 2.857709 0.420851 -4.752205 0.57 -0.48 1.37
H 0.630518 5.582721 -5.562724 2.00 -1.32 0.87
H 2.456667 4.893279 -5.859404 -1.94 0.21 1.37
H 2.045779 6.002196 -4.389800 -0.97 -1.83 -1.42
Ti 6.289815 3.305033 -3.167301 -0.85 -0.29 0.08
```
Positions in Å, forces in eV/Å.

Largest force on an atom ... 8.2 eV/Å
HOMO level ... -12.15 eV
Spin multiplicity ... 1
Total charge ... +2
Electronic energy ... -92413.13221 eV
LUMO energy ... -10.5473 eV


The following is a quantum chemistry calculation of the molecule C18H20ClN5O3 at a distorted geometry, from the OMol25 dataset.

Structure (XYZ):
```
47
Properties=species:S:1:pos:R:3:forces:R:3
C 1.171919 -0.211275 -6.254033 0.03 -0.04 0.06
C 1.816493 -0.567624 -4.963271 0.19 0.02 0.47
N 2.430498 -1.722569 -4.783030 -0.09 -0.43 -0.73
N 2.875653 -1.725901 -3.526457 -0.21 0.58 0.12
C 2.568501 -0.578550 -2.876690 -0.10 0.17 -0.25
C 1.873153 0.205692 -3.783372 0.06 -0.25 -0.01
C 1.273105 1.566678 -3.589929 0.14 -0.07 -0.14
N 0.535906 1.636805 -2.341790 0.16 0.19 0.03
C -0.781962 1.395228 -2.252754 0.40 0.12 0.01
O -1.524232 1.191453 -3.192837 -0.21 -0.09 0.02
C -1.269829 1.411262 -0.845091 -0.47 -0.01 0.90
N -0.485811 1.681121 0.171626 0.64 0.06 -0.97
O -1.230187 1.597994 1.291099 -0.54 0.00 0.51
C -2.488570 1.262696 0.964618 -0.11 -0.14 -0.95
C -2.582747 1.129160 -0.391708 0.18 0.10 0.67
H -3.428810 0.872228 -0.990983 -0.23 -0.09 -0.13
C -3.496761 1.101225 2.060454 -0.14 0.14 -0.05
O -2.915928 0.950567 3.333660 0.09 0.06 0.13
C -2.096012 -0.108376 3.559678 0.36 -0.45 0.31
C -1.845421 -1.156742 2.674205 -0.41 0.41 -0.11
N -1.033034 -2.156963 2.963619 0.12 -0.32 -0.15
C -0.425132 -2.191356 4.130107 0.15 0.02 0.30
C -0.615016 -1.196545 5.085181 -0.27 0.14 -0.36
C -1.459038 -0.139645 4.801682 -0.09 -0.07 -0.27
H -1.634045 0.655523 5.508173 0.01 0.07 0.11
Cl 0.192673 -1.275242 6.604551 0.10 -0.04 0.15
H 0.229100 -3.031428 4.310008 0.10 -0.04 0.16
H -2.300859 -1.212369 1.695361 -0.11 0.14 -0.07
H -4.163145 0.261266 1.818789 0.11 0.13 0.01
H -4.103248 2.010638 2.140822 0.08 -0.21 -0.04
H 1.047431 1.757505 -1.481099 -0.07 0.02 0.03
C 2.330748 2.668559 -3.630860 -0.29 -0.03 -0.05
H 2.842186 2.648549 -4.589337 0.09 -0.01 -0.05
H 3.068955 2.521635 -2.845565 0.12 -0.01 0.08
H 1.867039 3.643350 -3.499811 -0.01 0.13 0.02
H 0.537120 1.731081 -4.384584 0.13 0.00 0.13
C 2.940216 -0.359527 -1.453043 -0.10 -0.10 -0.03
H 2.176029 -0.766261 -0.788591 0.01 0.02 0.11
H 3.045569 0.700938 -1.241066 0.06 0.04 0.07
H 3.884348 -0.850427 -1.224471 0.06 0.04 0.09
C 3.573639 -2.870284 -3.018773 0.20 -0.28 0.14
H 3.580002 -3.618804 -3.807974 0.00 0.05 0.07
H 3.068786 -3.273631 -2.138852 0.04 -0.02 -0.03
H 4.603918 -2.617802 -2.756233 -0.04 -0.04 0.00
H 1.648278 0.664367 -6.693681 -0.02 0.05 -0.11
H 1.260750 -1.047041 -6.941533 -0.02 -0.02 -0.09
H 0.118114 0.014021 -6.096133 -0.09 0.03 -0.08
```
Positions in Å, forces in eV/Å.

Largest force on an atom ... 1.2 eV/Å
HOMO level ... -8.70 eV
Spin multiplicity ... 1
Total charge ... 0
Electronic energy ... -45104.80520 eV
LUMO energy ... 0.5798 eV